Formula: C12H17N
Source: the OMol25 dataset
Level of theory: ωB97M-V/def2-TZVPD

Element x y z (Å)
C -1.67 -2.00 -0.74
C -0.59 0.36 -1.02
C -0.52 -1.05 -0.90
C 0.67 0.81 -1.37
C 0.80 -1.41 -1.05
C -1.29 2.65 -0.86
C 0.00 3.12 -1.23
C -1.59 1.34 -0.72
C 0.98 2.20 -1.45
N 1.57 -0.24 -1.36
H -1.96 3.44 -0.50
H 0.31 4.17 -1.24
H -2.51 0.90 -0.38
H 1.87 2.48 -2.03
H -2.19 -2.48 -1.58
H -2.49 -1.58 -0.17
H 1.41 -2.30 -0.98
H 2.21 -0.34 -2.13
H -1.33 -2.90 -0.20
C 0.17 -1.08 3.28
C -0.37 -2.26 2.41
C 1.61 -0.73 2.96
H -0.55 -0.26 3.16
H 0.14 -1.45 4.32
H 0.16 -2.18 1.48
H -1.45 -2.13 2.28
H 1.76 0.35 2.99
H 2.31 -1.18 3.67
H -0.25 -3.28 2.80
H 1.91 -0.99 1.94

**Total charge**: 0
**Strongest force on any atom**: 2.85 eV/Å
**E**: -522.1720 a.u.
**Structure (SMILES)**: Cc1c[nH]c2ccccc12.CCC
**Multiplicity**: 1
**Highest occupied orbital energy**: -8.071 eV
**Orbital gap**: 9.04 eV
**Relative energy (zero: lowest compared OMol25 entry of this formula, charge and spin)**: 1.313 eV